(1)
Below is a molecular structure, C23H20FN5O10W at a distorted geometry, with properties calculated with ωB97M-V/def2-TZVPD.

Its energy relative to the best compared isomer or geometry (same formula, charge and spin) is 60.9 kcal/mol. Its orbital gap is 4.5 eV. Its net charge is +4. As for the LUMO energy: -14.51 eV. The calculation puts the energy at -2079.901327 a.u.

Element x y z (Å)
1 W -2.38126 -0.94363 -2.74452
2 C 3.87327 3.31328 -1.13592
3 C 2.43497 3.49342 -0.65881
4 N 1.61184 2.28186 -0.90293
5 C 0.94625 2.20957 -2.04098
6 C 0.09982 1.15748 -2.37331
7 C -0.57157 1.25020 -3.70316
8 O -0.30341 1.98655 -4.57079
9 O -1.62827 0.30963 -3.77074
10 C -0.04400 0.10988 -1.45102
11 O -0.84674 -0.98120 -1.70834
12 C 0.66854 0.15901 -0.24653
13 C 0.55557 -0.85530 0.73446
14 C 1.29915 -0.81508 1.86512
15 F 1.12731 -1.79429 2.74488
16 C 2.28906 0.20419 2.11822
17 C 2.33537 1.23794 1.16646
18 C 1.55397 1.24797 0.01850
19 N 3.13149 0.16358 3.17944
20 C 4.39062 0.90463 3.22368
21 C 4.47952 1.79151 4.46500
22 N 4.13281 1.00561 5.71012
23 C 3.97841 -0.45945 5.44218
24 C 2.94273 -0.72379 4.35140
25 H 4.43537 4.21720 -0.90621
26 H 3.91122 3.16935 -2.21573
27 H 4.36241 2.46509 -0.65610
28 H 1.96994 4.31901 -1.19300
29 H 2.38709 3.73197 0.40041
30 H 1.06498 3.02388 -2.74665
31 H -0.11555 -1.68944 0.58608
32 H 3.01266 2.05980 1.33172
33 H 4.52563 1.52453 2.34382
34 H 5.21226 0.18458 3.21316
35 H 3.79776 2.63602 4.39120
36 H 5.49130 2.18347 4.54996
37 H 3.26990 1.36615 6.12145
38 H 4.85420 1.14368 6.42290
39 H 3.65200 -0.95423 6.35520
40 H 4.95437 -0.86312 5.18368
41 H 1.93654 -0.58659 4.74892
42 H 3.04863 -1.77462 4.08440
43 O -5.16814 0.34415 -0.24214
44 C -4.74903 -0.23605 -1.15788
45 O -3.55960 0.17255 -1.85821
46 C -5.25823 -1.47299 -1.87113
47 C -6.57802 -1.80736 -2.18032
48 C -6.80648 -2.85965 -3.05549
49 C -5.79734 -3.47566 -3.78531
50 C -4.49250 -3.14437 -3.44888
51 C -4.23532 -2.30265 -2.34192
52 O -3.01201 -2.34247 -1.72075
53 N -3.37073 -3.33365 -4.29033
54 O -3.17874 -4.15290 -5.07374
55 O -2.49855 -2.28209 -4.21267
56 N -8.25335 -3.28690 -3.31447
57 O -9.02391 -2.91217 -2.47357
58 O -8.40918 -3.96006 -4.29642
59 H -7.41387 -1.24686 -1.76969
60 H -6.04117 -4.11117 -4.63473



(2)
Below is a single C23H20N2O4S molecule at a distorted geometry, with properties calculated with ωB97M-V/def2-TZVPD.

Its energy relative to the best compared isomer or geometry (same formula, charge and spin) is 451.0 kcal/mol. Its orbital gap is 6.6 eV. Its net charge is 0. As for the LUMO energy: -0.98 eV. The calculation puts the energy at -1696.492944 a.u. Its SMILES is CCOC(=O)/C(=C\c1cccnc1)C(=O)c1cc(C(C)=O)c(Nc2ccccc2)s1.

Element x y z (Å)
1 C 4.26311 2.30954 -1.19189
2 C 3.10140 2.21444 -0.43932
3 O 2.78190 0.73759 -0.04742
4 C 2.03537 -0.05796 -0.60094
5 O 1.54872 0.14874 -1.57426
6 C 1.92498 -1.25140 -0.06706
7 C 2.93849 -1.95011 0.42345
8 C 4.42886 -1.66351 0.35998
9 C 4.84050 -0.88479 -0.79668
10 C 6.13874 -0.66874 -0.99048
11 C 7.06048 -1.17906 0.11221
12 N 6.59251 -1.42229 1.38840
13 C 5.28269 -1.83236 1.29159
14 C 0.53138 -1.86410 0.09748
15 O 0.30270 -2.97098 0.41603
16 C -0.53975 -0.82334 0.28861
17 C -0.65661 0.45172 0.66899
18 C -1.90281 1.09700 0.26686
19 C -2.18281 2.23188 0.90087
20 C -1.23133 3.23681 1.00316
21 O -3.56981 2.76259 0.98295
22 C -2.78510 -0.04860 0.24276
23 N -4.16341 0.02727 0.21418
24 C -5.26548 -0.39945 -0.03720
25 C -5.36021 -1.96138 -0.17470
26 C -6.43385 -2.64415 -0.41926
27 C -7.67236 -1.83625 -0.47028
28 C -7.74104 -0.61424 -0.26818
29 C -6.50154 0.13993 0.08400
30 S -2.25201 -1.49228 0.11345
31 H 4.49616 3.18975 -1.55742
32 H 4.14588 1.77127 -2.26096
33 H 4.94134 2.05062 -0.64620
34 H 2.23343 2.57581 -1.07064
35 H 3.06688 2.84990 0.40688
36 H 2.74727 -2.84719 1.16952
37 H 4.35509 -0.84920 -1.73403
38 H 6.63096 -0.41049 -1.71128
39 H 8.13226 -0.93517 0.26925
40 H 4.88540 -2.25796 2.48858
41 H 0.35874 0.88431 0.75398
42 H -1.59167 4.13381 1.15216
43 H -0.57496 3.35060 0.03918
44 H -0.40453 2.92196 1.83820
45 H -4.35663 1.26080 0.41414
46 H -4.34975 -2.44068 -0.08223
47 H -6.41079 -3.65559 -0.87980
48 H -8.56225 -2.28391 -0.54372
49 H -8.68511 -0.13184 -0.08120
50 H -6.57142 1.03066 0.25832



(3)
Below is a molecular structure, C23H21AsF6N2O5PPbS2 at a distorted geometry, with properties calculated with ωB97M-V/def2-TZVPD.

Its energy relative to the best compared isomer or geometry (same formula, charge and spin) is 50.4 kcal/mol. Its spin multiplicity is 2. Its orbital gap (alpha / beta) is 7.2 / 5.8 eV. Its net charge is +2. As for the LUMO energy (alpha / beta): -7.14 / -8.49 eV. The calculation puts the energy at -5539.876560 a.u.

Element x y z (Å)
1 Pb -0.16128 1.24984 -0.10641
2 O 6.14941 -0.33401 -2.03647
3 C 4.95794 -0.11781 -1.48778
4 C 4.50348 1.10605 -1.00980
5 C 3.19594 1.20997 -0.52503
6 N 2.34958 0.19864 -0.52225
7 C 2.84267 -0.99833 -0.85082
8 C 4.11608 -1.23064 -1.32474
9 C 1.94736 -2.09948 -0.57170
10 O 2.29469 -3.33226 -0.60914
11 O 0.73619 -1.86482 -0.21882
12 C 2.79082 2.48598 0.23972
13 O 3.72403 3.12315 0.69170
14 O 1.54086 2.70162 0.43390
15 H 6.68122 0.47092 -2.09567
16 H 5.13145 1.98750 -0.96883
17 H 4.47658 -2.22236 -1.56227
18 F -2.33310 0.55785 0.56681
19 As -2.84550 2.43854 0.56538
20 F -3.20455 2.17048 2.19516
21 F -4.37028 1.88084 0.07037
22 F -3.17142 4.08029 0.51109
23 F -2.25130 2.32641 -1.09189
24 F -1.12767 2.79022 1.08834
25 C -3.72535 -2.17288 0.52864
26 P -2.29477 -1.73691 -0.47209
27 C -1.20218 -3.16742 -0.70730
28 C 0.05693 -3.12792 0.11401
29 C 1.13777 -4.17932 -0.20167
30 C 0.80971 -5.14414 -1.29199
31 C -0.34266 -5.09573 -1.95439
32 C -1.35892 -4.07164 -1.67882
33 C -2.71074 -1.06647 -2.03017
34 C -1.71197 -0.93650 -3.01636
35 C -2.00136 -0.29026 -4.19737
36 C -3.27542 0.23816 -4.40581
37 C -4.27144 0.09903 -3.44352
38 C -3.99327 -0.53061 -2.24821
39 H -4.37510 -2.83507 -0.04714
40 H -4.26063 -1.26711 0.81419
41 H -3.38424 -2.67903 1.43073
42 H -0.16724 -3.05487 1.17840
43 H 1.47175 -4.71059 0.68719
44 H 1.56160 -5.89198 -1.50863
45 H -0.55172 -5.81678 -2.73292
46 H -2.25334 -4.07030 -2.29070
47 H -0.71982 -1.33477 -2.84233
48 H -1.24075 -0.18474 -4.95863
49 H -3.48944 0.77201 -5.32207
50 H -5.26153 0.49369 -3.62453
51 H -4.76039 -0.61561 -1.48999
52 S 0.08959 0.04194 2.34050
53 C 1.60230 0.60156 2.89682
54 N 1.89374 1.84424 3.16131
55 C 3.21247 2.16704 3.70779
56 C 4.04974 0.87947 3.66979
57 S 2.90285 -0.48228 3.24335
58 H 1.23999 2.58710 2.94648
59 H 3.08955 2.54044 4.72427
60 H 3.66143 2.94965 3.09912
61 H 4.50537 0.65645 4.62978
62 H 4.81963 0.91448 2.90353



(4)
Below is a molecular structure, C23H21AsN2NaS, with properties calculated with ωB97M-V/def2-TZVPD.

Its energy relative to the best compared isomer or geometry (same formula, charge and spin) is 2.7 kcal/mol. Its orbital gap is 6.4 eV. Its net charge is -1. As for the LUMO energy: 2.14 eV. The calculation puts the energy at -3794.811596 a.u.

Element x y z (Å)
1 Na -0.09438 0.62747 0.10046
2 S -2.04882 -1.76119 3.50860
3 C -3.45506 -1.12188 2.73795
4 C -4.80052 -1.42139 2.94572
5 C -5.74550 -0.74818 2.19722
6 C -5.35798 0.20452 1.24542
7 C -4.02486 0.49711 1.03855
8 C -3.06158 -0.16925 1.79794
9 N -1.68983 0.03475 1.68892
10 C -1.04001 -0.72789 2.51724
11 C 0.45134 -0.76233 2.68618
12 C 0.97689 -1.78996 3.48207
13 C 2.33729 -1.84658 3.71782
14 C 3.15189 -0.88210 3.13164
15 C 2.60001 0.09496 2.31205
16 C 1.22531 0.22093 2.04564
17 H -5.10011 -2.16521 3.67300
18 H -6.79709 -0.95960 2.34395
19 H -6.11035 0.71384 0.65662
20 H -3.72418 1.22203 0.29363
21 H 0.34511 -2.55951 3.91606
22 H 2.75680 -2.63180 4.33502
23 H 4.22447 -0.90354 3.30194
24 H 3.30728 0.78551 1.85010
25 N 0.41903 -4.47113 -5.74772
26 C 0.29930 -3.64309 -4.95553
27 C 0.15066 -2.60477 -3.96008
28 C 1.10685 -2.45672 -2.95896
29 C 0.94504 -1.45290 -2.01021
30 C -0.14338 -0.55686 -1.97854
31 C -1.07139 -0.76566 -3.01991
32 C -0.94804 -1.75012 -3.99443
33 H 1.96243 -3.12203 -2.93117
34 H 1.72706 -1.37480 -1.25450
35 H -1.95522 -0.13296 -3.09491
36 H -1.69234 -1.86226 -4.77512
37 C 3.92568 2.74889 -1.86380
38 As 2.27954 2.08885 -1.02387
39 C 1.04135 2.90263 -2.32911
40 C 2.14572 3.51429 0.33284
41 H 3.85360 3.81590 -2.07901
42 H 4.10253 2.19897 -2.78755
43 H 4.75996 2.56680 -1.18658
44 H 1.34182 3.92785 -2.55133
45 H 0.02454 2.90042 -1.93567
46 H 1.03653 2.28641 -3.22711
47 H 2.29132 4.49890 -0.11450
48 H 2.89723 3.32882 1.10024
49 H 1.17404 3.46381 0.82276